The following is a DFT calculation (wB97M-V/def2-TZVPD) of C18H36Cl18 as an isolated structure.

Kohn-Sham gap	8.97	eV
HOMO	-8.96	eV
net charge	0
LUMO level	0.0	eV
molecular weight	890.6	u
relative energy (zero: lowest compared OMol25 entry of this formula, charge and spin)	3642.8	kJ/mol

Atoms and positions in Å:
Cl -18.976 -28.048 6.711
C -19.841 -27.030 5.579
C -21.111 -26.319 6.126
Cl -20.828 -25.614 7.742
H -20.077 -27.637 4.705
H -19.163 -26.232 5.276
H -21.985 -26.955 6.265
H -21.332 -25.418 5.553
Cl -18.440 -29.299 0.747
C -18.313 -28.473 2.275
C -19.656 -28.034 2.853
Cl -20.631 -29.559 3.336
H -17.713 -27.571 2.149
H -17.857 -29.240 2.900
H -20.193 -27.463 2.094
H -19.561 -27.392 3.729
Cl -19.664 -31.136 10.400
C -18.645 -30.537 9.063
C -18.992 -29.131 8.439
Cl -19.506 -27.869 9.641
H -18.529 -31.281 8.276
H -17.612 -30.479 9.409
H -19.951 -29.095 7.923
H -18.254 -28.742 7.737
Cl -21.686 -26.452 4.073
C -21.549 -26.068 2.324
C -22.754 -25.189 1.913
Cl -22.733 -24.838 0.215
H -21.482 -26.986 1.740
H -20.585 -25.580 2.186
H -22.758 -24.225 2.422
H -23.662 -25.727 2.185
Cl -18.976 -30.829 6.607
C -18.551 -29.726 5.281
C -17.175 -29.029 5.612
Cl -16.400 -28.492 4.052
H -19.275 -28.937 5.080
H -18.448 -30.396 4.426
H -16.502 -29.697 6.149
H -17.379 -28.214 6.306
Cl -23.097 -27.790 5.293
C -24.496 -26.640 5.648
C -23.980 -25.304 6.187
Cl -23.433 -24.227 4.827
H -25.232 -27.092 6.314
H -25.034 -26.478 4.713
H -23.176 -25.343 6.923
H -24.698 -24.721 6.763
Cl -21.958 -21.596 6.394
C -21.680 -22.364 7.981
C -20.479 -23.392 7.808
Cl -18.978 -22.608 7.428
H -22.644 -22.860 8.094
H -21.563 -21.602 8.752
H -20.768 -23.960 6.923
H -20.363 -24.127 8.605
Cl -22.733 -31.034 7.584
C -22.575 -29.838 6.228
C -21.157 -29.811 5.578
Cl -20.830 -31.319 4.735
H -22.881 -28.890 6.671
H -23.385 -30.130 5.559
H -20.435 -29.817 6.395
H -21.086 -28.985 4.869
Cl -22.401 -26.850 10.623
C -20.856 -26.174 10.167
C -20.823 -24.632 10.649
Cl -21.989 -23.626 9.687
H -20.737 -26.261 9.087
H -20.080 -26.719 10.705
H -19.863 -24.179 10.402
H -21.080 -24.527 11.703

Force components x, y, z for each atom (eV/Å):
Cl -8.503 12.436 -2.166
C 0.258 1.467 0.919
C 2.868 1.217 3.420
Cl -1.013 -6.217 -5.116
H -0.243 0.298 2.527
H 0.077 0.057 -0.392
H 1.782 1.122 0.716
H 0.474 0.101 1.507
Cl -0.405 -0.223 -1.361
C -1.470 -0.370 0.419
C 0.350 -1.027 -2.354
Cl 2.568 4.504 -9.811
H 0.202 -0.342 -0.023
H -0.588 0.713 -0.750
H 0.992 -1.037 0.351
H 1.127 -0.377 -2.268
Cl 0.103 0.326 -0.422
C 1.188 0.976 1.126
C -1.796 -4.232 6.602
Cl 3.813 -4.558 -2.234
H -0.467 -0.205 1.958
H 0.026 0.180 0.597
H 0.320 -1.537 1.300
H 2.542 -2.574 4.264
Cl 0.520 2.536 -10.234
C -0.688 1.188 -0.700
C 0.617 -0.479 1.227
Cl 0.053 -0.013 -1.069
H -1.152 0.338 -0.015
H -0.222 0.400 -0.110
H 0.129 -0.286 -0.019
H -0.063 0.125 -0.191
Cl 3.285 -1.413 -2.748
C 3.292 -1.610 -2.170
C 1.710 -2.152 -1.404
Cl 1.812 0.299 2.828
H 0.728 -1.993 -0.764
H 0.283 0.077 -0.052
H 0.162 -0.405 -0.559
H 2.836 -0.195 -1.936
Cl -9.211 -0.200 -1.187
C 0.314 0.628 -0.245
C 0.039 0.554 0.053
Cl -0.865 0.258 1.029
H 0.526 -0.317 0.295
H 0.302 -0.011 -0.094
H 0.164 -0.464 -0.356
H -0.646 -0.263 -0.514
Cl 0.300 1.006 -0.818
C 0.846 0.838 -2.135
C -0.891 4.101 -1.628
Cl 1.060 0.652 0.011
H 0.169 0.532 -0.845
H 0.238 0.124 -0.609
H 0.483 1.764 -0.203
H 1.231 2.621 -0.454
Cl 0.440 -0.344 0.086
C 0.618 -2.667 1.593
C -4.104 -0.363 4.486
Cl -2.416 -3.371 1.805
H 0.955 -2.038 1.158
H 0.381 -0.056 -0.086
H -1.701 0.710 -0.399
H -0.682 -0.514 2.178
Cl -0.671 -0.399 -0.025
C -1.238 4.210 4.218
C -0.542 -1.531 -0.436
Cl -1.818 -3.297 6.935
H -0.205 -0.999 3.448
H -0.939 1.882 1.656
H 0.164 -0.104 0.337
H 0.190 -0.058 -0.144

---

The following is a DFT calculation (wB97M-V/def2-TZVPD) of a 6-piece molecular cluster, C18H36O18 overall.

Kohn-Sham gap	11.21	eV
HOMO	-10.76	eV
net charge	0
LUMO level	0.4	eV
molecular weight	540.5	u
relative energy (zero: lowest compared OMol25 entry of this formula, charge and spin)	169.0	kJ/mol
SMILES	COC(=O)OC.COC(=O)OC.COC(=O)OC.COC(=O)OC.COC(=O)OC.COC(=O)OC

Atoms and positions in Å:
C -3.289 5.133 3.418
O -3.721 3.991 2.690
C -4.971 4.099 2.276
O -5.602 5.108 2.446
O -5.511 3.023 1.657
C -4.595 1.945 1.444
H -3.757 6.038 3.003
H -2.201 5.085 3.490
H -3.614 4.976 4.460
H -4.412 1.511 2.425
H -3.608 2.272 1.104
H -5.008 1.238 0.743
C 3.942 -3.104 0.023
O 5.207 -3.025 0.689
C 5.268 -3.670 1.870
O 4.342 -4.186 2.378
O 6.526 -3.662 2.347
C 6.690 -4.367 3.539
H 3.781 -4.116 -0.341
H 4.020 -2.477 -0.889
H 3.022 -2.856 0.596
H 5.896 -4.117 4.223
H 7.687 -4.195 3.926
H 6.629 -5.449 3.368
C -1.673 3.858 -3.727
O -0.396 4.476 -3.650
C 0.206 4.441 -2.402
O -0.226 3.816 -1.495
O 1.394 5.148 -2.405
C 2.013 5.177 -1.187
H -1.623 2.768 -3.827
H -2.193 4.156 -4.641
H -2.309 4.044 -2.857
H 3.033 5.500 -1.226
H 1.932 4.201 -0.692
H 1.452 5.846 -0.573
C -1.320 -0.262 -6.450
O -0.816 0.479 -5.357
C -0.411 -0.353 -4.371
O -0.246 -1.569 -4.511
O -0.168 0.415 -3.290
C 0.358 -0.379 -2.184
H -2.391 -0.448 -6.386
H -0.883 -1.254 -6.440
H -1.072 0.185 -7.420
H -0.375 -1.079 -1.771
H 0.638 0.324 -1.397
H 1.210 -0.949 -2.564
C 1.080 -1.606 2.862
O 1.146 -0.517 1.966
C -0.021 0.184 1.910
O -1.070 -0.114 2.396
O 0.164 1.345 1.201
C -0.998 2.139 1.114
H 1.583 -1.330 3.780
H 1.587 -2.526 2.556
H 0.059 -1.889 3.061
H -1.742 1.917 1.924
H -1.544 1.959 0.189
H -0.731 3.218 1.024
C -2.291 -2.681 -0.119
O -0.990 -2.960 0.196
C -0.743 -4.277 0.441
O -1.556 -5.133 0.615
O 0.608 -4.399 0.494
C 1.073 -5.569 1.126
H -2.413 -1.642 -0.505
H -2.991 -2.717 0.754
H -2.673 -3.372 -0.868
H 1.920 -5.416 1.782
H 1.458 -6.323 0.419
H 0.233 -6.026 1.623

Force components x, y, z for each atom (eV/Å):
C 0.078 0.007 1.309
O 0.647 -1.010 -0.457
C -1.532 0.649 -0.283
O -0.671 -0.245 -0.232
O 1.130 0.721 -0.013
C 0.764 -0.081 0.830
H 0.699 -0.298 0.234
H -0.125 0.257 -0.634
H -0.206 0.393 -0.328
H -0.038 -0.553 -0.134
H -0.481 0.195 -0.274
H -0.389 -0.052 -0.058
C -0.691 -0.022 -1.010
O 0.208 0.155 0.610
C 1.640 0.979 -1.538
O -1.918 -1.209 1.373
O -0.417 0.858 -1.470
C 0.031 -1.415 0.623
H 0.106 -0.247 0.093
H 0.043 -0.139 0.839
H 1.021 0.211 0.038
H -0.001 0.203 0.519
H -0.016 0.489 0.031
H -0.124 0.135 -0.127
C -0.882 -1.037 -0.027
O 1.284 0.743 1.388
C 0.639 0.473 -2.624
O -0.364 -0.318 1.273
O -2.438 -0.961 -2.825
C -0.143 -0.843 2.329
H 0.553 0.054 0.238
H 0.425 0.589 0.181
H 0.267 0.327 -0.091
H 0.456 0.130 -0.571
H 0.355 0.081 -0.095
H -0.149 0.707 0.827
C -0.092 -0.924 -1.422
O -0.156 -0.536 0.535
C 0.645 -0.854 -0.396
O -0.338 2.561 1.151
O -0.113 -1.554 -0.018
C 0.173 0.154 -0.040
H -0.187 0.497 0.194
H 0.182 0.001 -0.145
H -0.057 0.394 0.551
H -0.055 0.165 -0.357
H 0.066 0.011 -0.283
H -0.072 0.128 0.313
C 0.270 -1.120 0.984
O -1.059 0.900 -0.665
C 0.898 1.004 -0.851
O -0.211 -0.574 0.314
O 0.601 -1.477 0.733
C -1.585 1.143 0.021
H -0.095 0.271 0.339
H 0.139 0.514 -0.870
H -0.309 0.097 0.137
H 1.150 0.467 -0.449
H 0.197 -0.400 -0.284
H 0.140 -0.920 0.521
C -3.243 1.137 -0.083
O 1.825 -1.104 0.315
C 1.082 1.144 0.130
O -0.085 0.004 -0.118
O -0.549 0.624 -0.048
C 0.208 -1.736 -0.372
H 0.655 -0.718 0.182
H 0.724 -0.231 -0.431
H -0.045 -0.013 -0.075
H -0.065 0.834 0.319
H -0.384 0.450 -0.263
H -0.020 -0.265 0.490

---

The following is a DFT calculation (wB97M-V/def2-TZVPD) of C18H36O25Rb3S4 as an isolated structure.

Kohn-Sham gap	8.67	eV
HOMO	-12.09	eV
net charge	+1
LUMO level	-3.4	eV
molecular weight	1037.1	u

Atoms and positions in Å:
Rb -2.467 0.776 -2.056
Rb 3.684 1.960 1.275
Rb 2.936 1.080 -2.629
S 0.593 1.080 -0.258
O -0.578 0.349 0.175
O 0.793 2.240 0.608
O 1.789 0.256 -0.161
O 0.379 1.523 -1.619
C -6.918 0.811 0.722
C -6.777 2.203 1.294
O -5.550 2.575 1.745
C -4.468 2.772 0.887
O -4.610 2.735 -0.316
O -3.367 3.157 1.623
C -2.100 3.380 1.073
H -6.537 0.826 -0.299
H -7.991 0.633 0.657
H -6.329 0.135 1.343
H -7.325 2.244 2.236
H -7.202 2.902 0.574
H -1.314 3.443 1.825
H -2.255 4.324 0.550
H -1.805 2.699 0.275
C 6.661 -2.535 4.745
C 5.269 -2.498 4.207
O 5.160 -2.753 2.804
C 5.013 -1.688 1.937
O 4.890 -0.474 2.320
O 4.984 -2.112 0.682
C 4.870 -1.141 -0.379
H 7.254 -1.726 4.318
H 7.175 -3.485 4.599
H 6.568 -2.254 5.794
H 4.675 -1.607 4.412
H 4.704 -3.331 4.624
H 5.421 -0.201 -0.333
H 3.846 -0.910 -0.671
H 5.340 -1.602 -1.248
C 0.165 -1.877 -3.242
C -1.241 -2.597 -3.207
O -2.059 -1.841 -4.075
C -1.998 -1.832 -5.413
O -1.233 -2.435 -6.166
O -3.074 -1.149 -5.769
C -3.469 -0.929 -7.147
H 0.699 -2.145 -2.330
H 0.018 -0.799 -3.298
H 0.773 -2.091 -4.121
H -1.499 -2.678 -2.151
H -1.048 -3.620 -3.531
H -4.487 -0.582 -7.327
H -3.227 -1.787 -7.775
H -2.843 -0.143 -7.570
C 0.625 0.227 3.038
C -0.811 -0.001 3.553
O -0.799 -0.987 4.511
S 0.526 -0.792 5.461
O 1.136 -2.134 5.688
O 0.369 0.182 6.551
O 1.381 -0.039 4.241
H 0.583 1.254 2.674
H 0.843 -0.550 2.306
H -1.576 -0.233 2.812
H -1.189 0.911 4.015
C 0.129 4.647 -1.740
C 0.789 4.343 -3.028
O 2.128 4.681 -2.829
S 2.420 5.678 -1.558
O 2.921 6.961 -2.066
O 3.036 5.041 -0.313
O 0.811 5.762 -1.278
H 0.080 3.865 -0.982
H -0.944 4.822 -1.823
H 0.213 4.756 -3.857
H 0.665 3.281 -3.244
C 0.646 -3.065 0.350
C -0.684 -2.963 1.102
O -1.557 -3.982 0.662
S -0.790 -5.074 -0.377
O -1.569 -5.188 -1.623
O -0.401 -6.252 0.418
O 0.484 -4.056 -0.603
H 1.487 -3.179 1.035
H 0.826 -2.162 -0.233
H -1.181 -2.059 0.749
H -0.487 -2.979 2.174

Force components x, y, z for each atom (eV/Å):
Rb 0.053 -0.075 0.215
Rb -0.389 0.044 0.345
Rb -0.234 0.008 -0.140
S -0.684 0.840 2.321
O -1.599 -1.304 0.296
O 0.466 1.114 0.449
O 2.147 -1.344 -0.595
O -0.100 0.650 -3.119
C 0.570 0.723 -0.385
C -2.484 -0.497 -0.378
O 5.581 0.989 0.065
C -1.192 0.933 1.211
O 1.198 -0.382 0.366
O -2.987 -2.019 0.562
C -0.093 1.158 -2.061
H 0.114 -0.302 -0.006
H 0.151 -0.563 0.259
H -0.480 -0.424 -0.087
H -0.527 0.123 -0.263
H 0.089 0.362 0.097
H -0.498 -0.149 0.064
H 0.835 0.472 0.070
H -0.095 -0.558 0.435
C 0.255 1.096 -0.089
C -1.370 -0.497 0.389
O 0.068 1.769 -3.296
C -0.244 2.180 3.372
O 0.414 -3.847 -1.711
O 0.071 0.768 -0.045
C 0.303 -0.343 -1.110
H 0.174 -0.076 -0.213
H -0.196 0.060 0.129
H 0.186 -0.439 0.192
H 0.477 0.197 0.234
H -0.032 0.006 0.108
H 0.197 -0.046 1.167
H -0.297 -0.301 0.699
H -0.097 -0.463 0.126
C -0.511 -0.360 0.262
C 4.126 0.151 -1.182
O -1.201 0.346 1.046
C 0.543 -2.328 -1.902
O -1.132 1.497 1.942
O -1.394 1.065 -0.392
C 1.844 -0.001 -0.969
H 0.235 0.164 -0.144
H -0.138 0.207 0.467
H -0.208 -0.527 -0.023
H -1.258 0.616 -0.407
H -0.602 0.034 -0.311
H -0.106 -0.468 1.092
H -0.306 -0.290 0.339
H 0.169 0.187 0.207
C -2.175 -1.399 1.192
C -0.991 1.953 -1.142
O 1.142 -1.495 2.298
S 1.777 -0.972 0.094
O -1.934 3.841 -0.453
O -0.026 -2.355 -2.497
O 0.079 0.095 0.771
H 1.098 -0.128 0.034
H 0.443 0.442 -0.202
H 0.447 -0.383 -0.257
H 0.181 0.348 0.122
C -1.785 -1.115 1.133
C -1.827 -1.825 -0.330
O 2.526 0.088 -0.077
S -0.767 0.892 2.181
O -0.950 -3.321 1.347
O -1.475 1.425 -4.726
O 1.572 2.168 1.037
H 1.108 -0.353 -0.074
H 0.058 0.944 -0.478
H 1.014 1.241 -0.246
H 0.624 -0.286 0.324
C -0.130 1.347 0.410
C -0.070 1.074 -0.363
O 0.554 -2.188 -1.359
S -0.717 -0.335 1.421
O 2.082 0.264 2.973
O -0.809 2.731 -2.251
O -0.618 -2.611 -1.453
H 0.084 -0.678 -0.166
H 0.029 0.243 0.320
H 0.158 0.342 0.693
H -0.511 -0.151 0.022

---

> Kohn-Sham gap of number 2 (C18H36O18)?

11.21 eV